No. 1
Computed, not measured: a gas-phase ion, C7H10N (charge +1) at a distorted geometry, with wB97M-V/def2-TZVPD.

SMILES	C=[N+]=C1CCCC1=C
ΔE to the lowest compared entry with this formula, charge and spin	172.5	kJ/mol
gap between HOMO and LUMO	9.817	eV
total charge	+1
E_tot	-327.1353	hartree
highest occupied orbital energy	-0.5308	hartree

Structure (XYZ):
```
18
C7H10N, DFT wB97M-V/def2-TZVPD
C -0.4833 -0.9552 0.1116
C -0.2143 -2.2044 0.0958
C 3.1071 0.0908 0.0207
C -1.5797 1.1854 0.2923
C -0.0811 1.4428 -0.1232
C -1.8387 -0.3614 -0.1711
C 0.6512 0.1252 0.1128
N 1.8905 0.0830 0.1842
H 0.8630 -2.5999 0.1688
H -0.9297 -3.0090 -0.1510
H 3.7656 0.1790 0.8067
H 3.3960 0.0550 -1.0049
H -1.6868 1.4020 1.3557
H -2.2739 1.9699 -0.1161
H -0.1486 1.7522 -1.2977
H 0.4167 2.2012 0.4549
H -2.6001 -0.9154 0.4910
H -2.2539 -0.4412 -1.2305
```



No. 2
Computed, not measured: a molecular structure, C3H3N2S at a distorted geometry, with wB97M-V/def2-TZVPD.

ΔE to the lowest compared entry with this formula, charge and spin	649.4	kJ/mol
gap between HOMO and LUMO (alpha / beta)	4.752 / 4.776	eV
total charge	+1
E_tot	-623.2473	hartree
highest occupied orbital energy (alpha / beta)	-0.5210 / -0.5211	hartree

Structure (XYZ):
```
9
C3H3N2S, DFT wB97M-V/def2-TZVPD
C 0.0913 1.3405 0.2203
C 1.6746 0.3695 -0.1955
C 0.6107 -0.5094 -0.1245
N 1.2930 1.6837 0.0191
N -0.5416 0.2500 0.0671
S -3.0840 -0.4066 -0.2077
H 2.6379 0.0964 -0.4716
H 0.6517 -1.6388 -0.1553
H -3.3335 -1.1854 0.8480
```



No. 3
Computed, not measured: 2 unconnected molecules or ions with the total composition C9H23N2PS at a distorted geometry, with wB97M-V/def2-TZVPD.

SMILES	CP(=S)=NC(C)(C)C.CC(C)(C)N
ΔE to the lowest compared entry with this formula, charge and spin	108.6	kJ/mol
gap between HOMO and LUMO	9.060	eV
E_tot	-1205.6623	hartree
highest occupied orbital energy	-0.3325	hartree

Structure (XYZ):
```
36
C9H23N2PS, DFT wB97M-V/def2-TZVPD
C -3.1636 -2.0576 0.7087
C -3.2440 -2.6221 3.1722
C -3.9908 -0.2745 2.1667
C 3.7366 2.3627 -1.7828
C 3.5854 0.0433 -2.7281
C 1.8439 1.6768 -3.4584
C 0.8222 0.1980 2.0462
C -3.0162 -1.4657 2.1215
C 2.7431 1.2958 -2.2590
N -1.6713 -1.0388 2.3257
N 2.0433 0.7361 -1.1402
P -0.9432 0.0994 1.5473
S -1.3619 1.2741 0.0105
H -2.8465 -1.2760 -0.1493
H -2.6167 -2.8911 0.6322
H -4.1064 -2.3189 0.5211
H -2.6895 -3.5604 3.0086
H -4.4258 -2.8644 3.1394
H -2.9785 -2.2799 4.0861
H -4.9782 -0.5230 1.8346
H -3.8805 0.2166 3.0392
H -3.8352 0.3756 1.3053
H 4.6191 2.6137 -2.4704
H 3.1095 3.2844 -1.7114
H 4.1580 2.0726 -0.9174
H 3.0495 -0.9046 -3.0018
H 4.4550 -0.2039 -2.0195
H 4.1300 0.4320 -3.6844
H 1.5665 0.6352 -3.9253
H 1.1022 2.2519 -3.0740
H 2.4528 2.2264 -4.0265
H 1.0721 -0.6869 2.6316
H 1.3530 0.2813 1.1286
H 0.8643 0.8289 2.9175
H 1.0941 0.4799 -1.3857
H 1.9477 1.5829 -0.6088
```



No. 4
Computed, not measured: a molecular structure, C5H9GdO3 at a distorted geometry, with wB97M-V/def2-TZVPD.

2S+1	9
ΔE to the lowest compared entry with this formula, charge and spin	149.1	kJ/mol
<S²>	20.395
gap between HOMO and LUMO (alpha / beta)	6.161 / 5.198	eV
total charge	+1
E_tot	-1186.8803	hartree
highest occupied orbital energy (alpha / beta)	-0.3547 / -0.4289	hartree

Structure (XYZ):
```
18
C5H9GdO3, DFT wB97M-V/def2-TZVPD
O -0.3610 -2.1844 0.5944
C -0.1728 -0.9880 0.3261
O 1.0010 -0.6741 -0.1510
C 1.5652 0.6535 -0.0334
C -1.4227 0.2761 -0.0827
H -1.1219 1.3334 0.0009
C -2.6555 0.0006 -0.9142
H -2.6308 0.5820 -1.8476
H -2.7071 -1.0496 -1.2379
H -3.5684 0.2888 -0.3660
C 3.0628 0.5130 0.0569
H 1.1519 1.1303 0.8649
H 1.2617 1.2420 -0.9052
H 3.3668 0.1187 1.0347
H 3.5150 1.5053 -0.0738
H 3.4448 -0.1479 -0.7321
Gd -2.2538 -2.3543 2.1961
O -1.4751 -0.2453 1.2699
```



No. 5
Computed, not measured: a molecular structure, C13H24BCl3Cs2LiN3O7 at a distorted geometry, with wB97M-V/def2-TZVPD.

gap between HOMO and LUMO	1.954	eV
E_tot	-2653.3966	hartree
highest occupied orbital energy	-0.1498	hartree

Structure (XYZ):
```
54
C13H24BCl3Cs2LiN3O7, DFT wB97M-V/def2-TZVPD
B -2.5509 0.6209 -3.4127
C -1.0195 0.1628 -3.9720
C -0.1385 -0.6940 -3.0596
C 0.4159 0.0880 -1.7409
C 1.4247 1.1658 -2.0689
O 2.5894 0.8844 -2.2882
O 1.0022 2.4521 -2.0737
H -3.3662 -0.1393 -3.9108
H -2.7997 1.7323 -3.8303
H -2.6361 0.6541 -2.1993
H -0.4947 1.0559 -4.3219
H -1.2194 -0.4478 -4.8543
H -0.6794 -1.6313 -2.7245
H 0.7230 -1.0240 -3.6148
H -0.3759 0.5503 -1.0938
H 0.9455 -0.6468 -1.0973
H 0.7938 2.7306 -1.1782
Li -0.0355 -0.8068 -5.8387
C 5.0130 -1.4717 0.0209
O 5.1854 -2.1975 -0.9610
N 4.2126 -0.3773 -0.0622
N 5.5993 -1.7189 1.2143
H 4.0276 0.2513 0.6968
H 3.7795 -0.2187 -0.9575
H 6.1891 -2.5281 1.2809
H 5.4687 -1.1419 2.0237
O -0.6282 0.3413 -8.0062
H -0.8875 0.4534 -8.9202
C 4.1034 -2.3600 -3.8396
Cl 5.0278 -3.6480 -4.5543
Cl 4.5049 -0.7758 -4.6329
Cl 2.3687 -2.6009 -4.0152
H 4.3646 -2.2764 -2.7806
Cs 5.9129 0.7982 -6.1928
Cs -1.3593 -1.1453 -1.0652
C -4.3624 -2.3717 3.1792
O -3.7979 -1.8895 2.0495
H -5.0361 -3.2640 3.0511
H -3.6561 -2.7202 3.9656
H -5.0210 -1.6552 3.7329
C -2.2582 3.7343 5.6961
C -3.4948 3.1191 5.8433
C -3.6027 1.7390 5.7512
C -2.4621 0.9974 5.5153
C -1.2234 1.5880 5.3585
C -1.1246 2.9685 5.4504
N -2.5741 -0.4780 5.4398
O -3.6761 -0.9507 5.5699
O -1.5454 -1.1052 5.2564
H -2.1774 4.8109 5.7738
H -4.3783 3.7139 6.0323
H -4.5575 1.2467 5.8613
H -0.3522 0.9784 5.1709
H -0.1611 3.4477 5.3334
```